1.
The molecule C4H8O4S2, computed with ωB97M-V with the def2-TZVPD basis set.

Computed properties:
Orbital gap   0.375 Eh
ΔE to the lowest compared entry with this formula, charge and spin   77.11 kJ/mol
Electronic energy   -1254.51061 Ha
SMILES string   O=S1(=O)C[C@@H](O)[C@@H](O)CS1
E_HOMO   -0.36959 Ha
Lowest unoccupied orbital energy   0.0058 Eh
Strongest force on any atom   0.0608 Eh/bohr

Geometry as ORCA input:
```
! wB97M-V def2-TZVPD RIJCOSX def2/J DEFGRID3
* xyz 0 1
C -0.519 1.428 0.460
H 1.905 1.182 -1.037
H -0.967 2.000 1.227
O -1.276 -1.057 1.163
O 0.977 0.351 2.032
H 1.101 -1.714 -0.194
H 1.334 2.184 1.087
O 3.028 0.067 0.308
O -2.715 0.186 -0.552
C 1.192 -0.908 -0.938
C 1.819 0.391 -0.228
H 0.267 -0.286 1.921
H 2.844 -0.331 1.159
C 0.961 1.136 0.839
H -0.503 2.101 -0.380
S -0.400 -0.684 -1.682
S -1.399 -0.106 0.032
H 1.967 -1.154 -1.793
*
```

Results of the Löwdin charge analysis, in e, for atoms 1 through 2: C -0.193; H 0.162

---

2.
A 2-piece molecular cluster, C4H8O5 overall, computed with ωB97M-V with the def2-TZVPD basis set.

Computed properties:
Orbital gap   0.338 Eh
ΔE to the lowest compared entry with this formula, charge and spin   383.10 kJ/mol
Electronic energy   -533.29975 Ha
E_HOMO   -0.32440 Ha
Lowest unoccupied orbital energy   0.0132 Eh
Strongest force on any atom   0.0467 Eh/bohr

Geometry as ORCA input:
```
! wB97M-V def2-TZVPD RIJCOSX def2/J DEFGRID3
* xyz 0 1
H -0.184 1.516 1.339
O 2.230 0.758 0.555
C 1.050 0.337 -0.074
H -2.020 0.086 1.282
H 0.435 0.944 -1.747
H 0.609 -1.624 -1.313
O -0.808 1.734 -0.644
H -1.434 -1.515 1.114
O -1.956 -0.690 -0.649
C -1.415 -0.542 0.622
H -2.019 0.222 -1.007
C -0.217 1.136 0.310
O 0.629 -2.018 -0.411
C 0.649 -1.009 0.440
O 1.151 0.314 -1.469
H 2.453 1.623 0.180
H 0.848 -1.273 1.472
*
```

Results of the Löwdin charge analysis, in e, for atoms 1 through 2: H 0.152; O 0.066

---

3.
A 2-piece molecular cluster, C4H8OS overall, computed with ωB97M-V with the def2-TZVPD basis set.

Computed properties:
Orbital gap   0.356 Eh
ΔE to the lowest compared entry with this formula, charge and spin   365.39 kJ/mol
Electronic energy   -630.49575 Ha
SMILES string   C[C@@H](O)S.C#C
E_HOMO   -0.32862 Ha
Lowest unoccupied orbital energy   0.0277 Eh
Strongest force on any atom   0.0841 Eh/bohr

Geometry as ORCA input:
```
! wB97M-V def2-TZVPD RIJCOSX def2/J DEFGRID3
* xyz 0 1
H 0.245 1.535 1.204
H 0.059 0.046 -0.241
H -2.122 -0.760 1.586
O -1.698 0.180 -1.450
H -0.989 -1.911 0.887
C -1.074 0.152 -0.250
H -2.641 -1.308 0.163
H 2.418 1.979 0.328
S -1.069 1.677 0.734
H 3.305 -0.693 -1.320
C 2.894 0.121 -0.937
H -2.568 -0.283 -1.459
C 2.615 1.138 -0.369
C -1.697 -1.037 0.615
*
```

Results of the Löwdin charge analysis, in e, for atoms 1 through 2: H -0.127; H 0.061

---

- What is the lowest unoccupied orbital energy in the first record?
  0.0058 Eh